(a)
C3H13NO3 | ωB97M-V/def2-TZVPD

The charge is 0. The value obtained for the HOMO-LUMO gap is 10.05 eV.

CARTESIAN COORDINATES (ANGSTROEM)
C1 2.35 -2.04 -1.12
C2 2.52 -0.99 -0.04
N1 1.81 0.34 -0.15
C3 0.51 0.47 0.33
O1 0.32 0.53 1.77
H1 2.95 -2.91 -0.84
H2 1.26 -2.17 -1.54
H3 2.95 -1.77 -2.04
H4 3.68 -0.91 0.07
H5 2.26 -1.38 0.94
H6 2.43 1.02 0.21
H7 -0.24 1.41 0.09
H8 0.07 -0.46 0.21
H9 -0.31 -0.14 1.98
O2 -3.11 3.66 3.95
H10 -2.81 2.78 4.28
H11 -3.50 3.34 3.16
O3 -3.11 -1.94 -4.50
H12 -2.74 -1.34 -5.18
H13 -3.70 -2.51 -5.02

Atomic partial charges in e from the natural (NBO) method, atoms 1 to 5: number 1, C, carries -0.635; number 2, C, carries -0.228; number 3, N, carries -0.642; number 4, C, carries 0.087; number 5, O, carries -0.769

---

(b)
C3H13NO3 | ωB97M-V/def2-TZVPD

The charge is 0. The value obtained for the HOMO-LUMO gap is 10.28 eV.

CARTESIAN COORDINATES (ANGSTROEM)
C1 2.62 -0.93 -2.21
C2 1.83 -0.46 -1.26
C3 0.34 -0.62 -1.27
N1 -0.32 0.69 -1.32
H1 3.69 -0.82 -2.20
H2 2.29 -1.50 -3.08
H3 2.24 0.10 -0.43
H4 0.09 -1.11 -0.33
H5 0.03 -1.27 -2.09
H6 -1.33 0.55 -1.33
H7 -0.07 1.12 -2.20
O1 -2.39 -1.19 2.12
H8 -2.62 -1.23 3.06
H9 -1.76 -1.91 1.99
O2 -2.45 1.84 2.03
H10 -1.55 1.73 1.65
H11 -2.71 0.90 2.07
O3 0.46 1.03 1.60
H12 0.79 1.56 2.35
H13 0.83 1.52 0.85

Atomic partial charges in e from the natural (NBO) method, atoms 1 to 5: number 1, C, carries -0.392; number 2, C, carries -0.181; number 3, C, carries -0.260; number 4, N, carries -0.838; number 5, H, carries 0.195

---

It comes down to (b), which is 34.7 kcal/mol more stable than the next structure.

---

(a)
C3H13NO3 | ωB97M-V/def2-TZVPD

The charge is 0. The value obtained for the HOMO-LUMO gap is 10.33 eV.

CARTESIAN COORDINATES (ANGSTROEM)
C1 -1.60 -0.60 0.39
N1 -0.46 0.45 0.38
C2 -0.24 0.76 -1.04
C3 -0.06 2.35 -1.24
O1 1.36 2.67 -1.35
H1 -2.06 -0.75 1.42
H2 -1.33 -1.72 0.04
H3 -2.34 -0.28 -0.15
H4 -0.76 1.20 0.94
H5 0.61 0.21 -1.60
H6 -1.04 0.70 -1.81
H7 -0.55 2.86 -2.01
H8 -0.35 2.91 -0.31
H9 1.92 1.95 -0.73
O2 0.81 -1.30 2.60
H10 0.86 -0.56 2.03
H11 1.35 -1.96 2.10
O3 1.55 -3.26 0.25
H12 1.80 -2.61 -0.34
H13 0.52 -3.03 0.45

Atomic partial charges in e from the natural (NBO) method, atoms 1 to 5: number 1, C, carries -0.394; number 2, N, carries -0.655; number 3, C, carries -0.275; number 4, C, carries -0.060; number 5, O, carries -0.730

---

(b)
C3H13NO3 | ωB97M-V/def2-TZVPD

The charge is 0. The value obtained for the HOMO-LUMO gap is 10.77 eV.

CARTESIAN COORDINATES (ANGSTROEM)
N1 1.11 -2.54 0.63
C1 1.36 -1.07 0.58
C2 0.08 -0.28 0.36
C3 0.37 1.18 0.62
O1 -0.57 2.06 0.06
H1 1.97 -2.99 0.95
H2 0.61 -2.66 1.52
H3 2.04 -0.81 -0.23
H4 1.79 -0.79 1.55
H5 -0.24 -0.36 -0.68
H6 -0.77 -0.44 1.00
H7 0.26 1.44 1.68
H8 1.36 1.53 0.32
H9 -0.82 2.59 -0.68
O2 -2.29 4.24 -1.59
H10 -2.50 4.52 -0.70
H11 -1.54 3.66 -1.54
O3 -1.00 -2.81 -1.46
H12 -0.47 -3.51 -1.87
H13 -0.76 -2.98 -0.54

Atomic partial charges in e from the natural (NBO) method, atoms 1 to 5: number 1, N, carries -0.833; number 2, C, carries -0.214; number 3, C, carries -0.451; number 4, C, carries -0.015; number 5, O, carries -0.812

---

It comes down to (b), which is 27.7 kcal/mol more stable than the next structure.